{
  "formula": "C4H10N3",
  "method": "the ωB97M-V functional and the def2-TZVPD basis",
  "symbols": ["C", "C", "C", "C", "N", "N", "N", "H", "H", "H", "H", "H", "H", "H", "H", "H", "H"],
  "positions_angstrom": [[-2.43966, -0.14799, -0.85271], [1.17313, -1.18697, 0.48051], [-0.41429, 1.66421, 0.62477], [-0.09097, 0.70395, -0.42151], [-1.22344, -0.43418, -0.75365], [2.22301, -1.99441, 0.72083], [1.12956, -0.02019, -0.23805], [-3.09791, -0.87207, -1.18700], [-2.86324, 0.80070, -1.04591], [0.11834, -1.26194, 0.98380], [-0.81163, 2.52829, 0.18392], [-1.09786, 1.36174, 1.42552], [0.38488, 2.21003, 1.11744], [0.00990, 1.24197, -1.42288], [1.94121, -2.89605, 1.06327], [3.20568, -1.95752, 0.30678], [1.85330, 0.26042, -0.98511]],
  "lowdin_charge": [-0.027, -0.081, -0.065, -0.363, 0.040, 0.170, 0.050, 0.059, 0.081, 0.191, 0.069, 0.102, 0.096, 0.171, 0.121, 0.180, 0.206],
  "charge": 1,
  "smiles": "C=N[C@@H](C)/[NH+]=C/N",
  "homo_ev": -13.57,
  "orbital_gap_ev": 9.81,
  "fmax_ev_per_a": 4.38,
  "relative_energy_kj_mol": 252.64
}



{
  "formula": "C5H10N",
  "method": "the ωB97M-V functional and the def2-TZVPD basis",
  "symbols": ["C", "C", "C", "C", "C", "N", "H", "H", "H", "H", "H", "H", "H", "H", "H", "H"],
  "positions_angstrom": [[-2.77536, -0.35513, -0.39781], [-1.76269, -0.17788, 0.66642], [0.34905, 1.44084, 0.36334], [-3.98968, -1.13247, -0.45392], [-0.71551, 0.84506, 0.32790], [4.00233, 2.44254, -0.28985], [-3.80942, -2.29371, -0.62863], [-2.46283, 0.00043, -1.38440], [-2.29368, -0.13386, 1.61664], [-1.09502, -1.05173, 0.68299], [-4.71605, -0.99355, -1.16686], [1.20928, 1.97893, 0.46013], [-4.64608, -1.16767, 0.53237], [4.56243, 3.01089, 0.44300], [4.27331, 2.66692, -1.22241], [4.07422, 1.50398, -0.11780]],
  "lowdin_spin": [0.627, 0.167, 0.439, 0.116, 0.365, 0.084, 0.060, 0.026, 0.015, 0.064, 0.005, 0.014, 0.014, 0.001, 0.002, 0.001],
  "spin_multiplicity": 3,
  "charge": 1,
  "homo_ev": [-11.91, -13.35],
  "s_squared": 2.0072,
  "orbital_gap_ev": [7.80, 3.49],
  "fmax_ev_per_a": 6.00,
  "relative_energy_kj_mol": 336.65
}



{
  "formula": "C3H7IN3P",
  "method": "the ωB97M-V functional and the def2-TZVPD basis",
  "symbols": ["C", "C", "C", "N", "N", "N", "P", "I", "H", "H", "H", "H", "H", "H", "H"],
  "positions_angstrom": [[1.01698, -1.45253, 0.85610], [0.07189, -0.33669, 0.63303], [-0.71409, -0.49748, -0.63706], [-1.50282, 1.64722, -1.38692], [0.15532, 2.32119, 1.20913], [-0.56547, 0.90965, -1.07952], [0.72153, 1.32269, 0.22207], [-2.78045, -1.17326, -0.36129], [1.71004, -1.39910, -0.04449], [1.47844, -1.65830, 1.84253], [0.59482, -2.51104, 0.80771], [-0.52037, -0.18317, 1.45196], [-0.36584, -1.12876, -1.35188], [-1.15331, 2.67597, -1.63849], [1.85333, 1.46362, -0.52286]],
  "lowdin_charge": [-0.127, -0.545, -0.697, 0.133, -0.341, -0.280, 0.563, 0.789, 0.094, 0.087, 0.095, 0.063, 0.040, 0.147, -0.021],
  "homo_ev": -7.82,
  "orbital_gap_ev": 6.45,
  "fmax_ev_per_a": 4.85,
  "relative_energy_kj_mol": 223.43
}



{
  "formula": "C24H18Cl2CuN3O6Se3",
  "method": "the ωB97M-V functional and the def2-TZVPD basis",
  "symbols": ["Cu", "Se", "Se", "C", "C", "C", "C", "C", "N", "C", "C", "C", "C", "C", "N", "H", "H", "H", "H", "H", "H", "H", "H", "O", "Se", "O", "O", "O", "Cl", "C", "C", "C", "C", "C", "Cl", "C", "N", "C", "C", "C", "C", "C", "C", "C", "C", "O", "O", "H", "H", "H", "H", "H", "H", "H", "H", "H", "H"],
  "positions_angstrom": [[2.82191, 0.37169, 1.11001], [4.44555, 0.92289, 3.15208], [4.81002, -1.49351, 2.36746], [5.21063, -0.99435, 0.54294], [6.50559, -1.21746, 0.00788], [6.74371, -0.92157, -1.35198], [5.69872, -0.28157, -2.00728], [4.52708, 0.03835, -1.40208], [4.28896, -0.29842, -0.07476], [2.68401, 0.47128, 3.65204], [2.29592, 0.73134, 4.91640], [0.96484, 0.42948, 5.15831], [0.07264, -0.16765, 4.34619], [0.55347, -0.30787, 2.88098], [1.95435, -0.07184, 2.70903], [7.24855, -1.73797, 0.68956], [7.63904, -1.25269, -1.84438], [5.79601, 0.04016, -3.01773], [3.75113, 0.58250, -1.90519], [2.92539, 1.21198, 5.70134], [0.55583, 0.70818, 6.09637], [-0.79289, -0.65617, 4.73855], [0.33695, -1.31279, 2.57033], [0.87017, 3.77034, -1.02080], [1.01459, 2.85218, 0.31518], [-0.30291, 1.61242, 0.02935], [2.46283, 2.00669, 0.19125], [0.76283, 3.47930, 1.75823], [-3.62201, -4.06125, -2.35955], [-3.09102, -2.66352, -3.21496], [-2.66704, -2.72290, -4.47853], [-2.35849, -1.57162, -5.23602], [-2.32881, -0.33048, -4.59186], [-2.89530, -0.15713, -3.31092], [-3.12448, 1.41954, -2.69941], [-3.30645, -1.33681, -2.58712], [-3.83480, -1.26375, -1.33215], [-3.95438, -0.19706, -0.45382], [-5.24882, 0.39417, -0.30490], [-5.31497, 1.60872, 0.34086], [-4.19793, 2.11693, 0.98871], [-3.02525, 1.38702, 1.02698], [-2.81329, 0.25085, 0.27757], [-1.41917, -0.37211, 0.01762], [-0.19107, 0.30461, 0.61454], [-0.29109, 0.54976, 1.99716], [0.94685, -0.33229, 0.35282], [-2.54806, -3.69472, -4.93737], [-2.29952, -1.56419, -6.28781], [-1.99166, 0.53654, -5.09614], [-4.57097, -1.91652, -1.19438], [-6.09201, -0.05013, -0.74912], [-6.25843, 2.18208, 0.47382], [-4.24043, 3.08006, 1.51888], [-2.28635, 1.69096, 1.81050], [-1.28750, -0.35281, -1.08663], [-1.53248, -1.44885, 0.19192]],
  "lowdin_charge": [0.114, 0.740, 0.669, -0.694, -0.112, -0.086, -0.111, -0.060, -0.011, -0.793, -0.202, -0.182, -0.018, -0.281, -0.071, 0.098, 0.085, 0.085, 0.119, 0.083, 0.070, 0.069, 0.122, -0.496, 0.977, -0.230, -0.486, -0.446, 0.685, -0.611, -0.159, -0.095, -0.103, -0.575, 0.817, -0.234, 0.039, -0.278, -0.064, -0.136, -0.097, -0.033, -0.126, -0.017, -0.774, -0.048, -0.160, 0.096, 0.076, 0.084, 0.098, 0.081, 0.098, 0.105, 0.137, 0.117, 0.128],
  "charge": -2,
  "homo_ev": [-0.63, -0.17],
  "orbital_gap_ev": [4.56, 4.10],
  "fmax_ev_per_a": 4.09
}



Question: Number 1 is which compound?
Answer: C4H10N3